(1)
{
  "formula": "C32H99N10O2",
  "method": "ωB97M-V with the def2-TZVPD basis set",
  "elements": ["O", "O", "N", "N", "N", "N", "N", "N", "N", "N", "N", "N", "C", "C", "C", "C", "C", "C", "C", "C", "C", "C", "C", "C", "C", "C", "C", "C", "C", "C", "C", "C", "C", "C", "C", "C", "C", "C", "C", "C", "C", "C", "C", "C", "H", "H", "H", "H", "H", "H", "H", "H", "H", "H", "H", "H", "H", "H", "H", "H", "H", "H", "H", "H", "H", "H", "H", "H", "H", "H", "H", "H", "H", "H", "H", "H", "H", "H", "H", "H", "H", "H", "H", "H", "H", "H", "H", "H", "H", "H", "H", "H", "H", "H", "H", "H", "H", "H", "H", "H", "H", "H", "H", "H", "H", "H", "H", "H", "H", "H", "H", "H", "H", "H", "H", "H", "H", "H", "H", "H", "H", "H", "H", "H", "H", "H", "H", "H", "H", "H", "H", "H", "H", "H", "H", "H", "H", "H", "H", "H", "H", "H", "H"],
  "xyz": [[1.382311, 1.481547, 0.826252], [1.202373, 0.191617, -2.181968], [-3.989796, -2.570571, 0.846968], [0.137840, 3.934973, 0.483251], [3.014873, 2.541974, -1.277421], [3.150430, -1.582413, -1.551164], [3.973954, 1.268406, 2.280268], [-1.730081, 0.463727, -6.026073], [3.848935, -0.020507, 4.768886], [-2.038104, 4.452202, 2.230091], [0.434623, 1.489170, -4.450553], [1.690485, -3.892128, -0.552625], [-3.090320, 2.752517, 0.667625], [-3.454125, -1.257463, 1.222890], [5.248895, -0.437067, 4.695125], [-1.439759, 4.615666, 3.562478], [-1.834795, 2.737769, -6.964741], [-2.972710, -2.730028, -1.413843], [3.440197, 0.777661, 5.923783], [0.534396, -3.227724, 0.027161], [-2.925869, 0.098267, -3.813484], [-0.172838, -1.182886, -7.070146], [-2.632280, 1.586755, -6.342814], [2.833832, -1.621068, 3.117201], [0.623415, -4.006677, -2.807587], [3.881256, -4.926120, 0.074767], [6.246527, 0.752216, 4.728939], [-2.832339, 3.231457, 2.059722], [0.616992, 0.420624, 0.307804], [-0.289872, 3.690567, 3.959800], [3.514849, 2.289015, 5.647801], [-5.350203, -4.567237, 1.380580], [1.301267, -4.774435, -1.673777], [-2.151589, 6.832929, 1.425684], [-2.741652, -1.202777, 2.576886], [-5.046263, -3.092522, 1.691488], [-0.477653, -4.135025, 0.724181], [2.416658, -4.720560, 0.447432], [-2.911609, 5.606223, 1.959613], [-4.239918, -2.595933, -0.605990], [-2.411347, -0.483896, -5.138343], [2.930617, -1.173186, 4.555843], [-1.346803, -0.263128, -7.254930], [0.241906, 0.387234, -1.189354], [-5.985672, -5.017965, 2.141815], [-0.548319, 4.217891, 1.245820], [4.552866, -4.066446, 0.144424], [1.888932, -5.661092, 0.594943], [0.725833, -0.617419, -6.798780], [-2.189543, 0.682755, -3.251119], [4.497395, 2.731088, 5.531709], [-3.648500, 5.379833, 1.188297], [-0.497882, 2.627105, 3.815741], [-4.364678, -0.627796, 1.241319], [2.390137, 1.869049, -0.752120], [-3.339407, -2.860337, -2.441929], [3.635310, -1.626555, -2.449985], [2.988960, 3.470648, -0.852331], [3.066150, 1.482166, 1.814011], [7.273007, 0.390580, 4.644858], [-1.649162, 7.371668, 2.233228], [-0.963814, 5.594635, 3.465829], [-0.383319, 1.298498, -1.394564], [0.981954, -2.982457, -2.936090], [-2.298813, 2.419670, 2.581805], [-0.632831, -0.285092, -1.269555], [1.204993, -0.511252, 0.369775], [-3.769095, 0.761937, -4.022019], [-4.414689, -5.119748, 1.285704], [3.758019, -2.090110, 2.771049], [0.852455, -2.475826, 0.755417], [-0.308499, 3.917265, -0.431648], [0.022615, -2.668607, -0.759593], [-3.711140, 3.260940, 2.722708], [-2.256077, -0.763613, -7.622176], [-2.430243, 3.621132, -7.203364], [2.095483, -2.423234, 3.017712], [-2.352783, -1.833933, -1.411116], [4.011162, 2.301108, -1.296932], [-4.665508, -1.611383, -0.862871], [-0.322842, 0.305682, 0.857542], [-1.368103, 6.625941, 0.694797], [-0.896538, -4.962620, 0.135626], [2.851713, -2.544289, -1.251757], [2.416803, -4.069093, 1.327415], [-3.379412, -0.616474, -3.130538], [2.410376, -0.852592, 2.462970], [-0.202907, 2.160839, -4.019252], [-0.115191, 3.824078, 5.026530], [0.743953, -4.470831, -3.789669], [-3.560041, 3.514715, 0.043492], [-2.363730, -0.187444, 2.732268], [-1.840460, -1.351845, -4.804630], [-1.264793, 2.487371, -7.854382], [-1.141695, 3.153055, -6.222814], [-2.375454, -3.630297, -1.273091], [0.068660, -1.643944, -8.029374], [4.438881, 2.176794, 2.326364], [-5.956436, -2.521616, 1.434323], [-0.127784, -4.705426, 1.587694], [0.792981, -5.713172, -1.446961], [2.807113, 2.663226, -2.271003], [3.867572, -1.272505, -0.892707], [3.044021, 2.809355, 6.487120], [-2.202811, 4.657704, 4.345328], [6.239030, 1.192281, 5.724518], [-0.012834, 1.004362, -5.261230], [-2.183714, 2.380041, 0.176429], [4.503408, 0.720904, 1.600349], [-0.466627, -3.992939, -2.706148], [-1.172883, 0.463843, -8.046627], [-1.917287, -1.910771, 2.617556], [1.295875, 1.984696, -4.665925], [3.943995, 0.507204, 6.860879], [0.903575, 4.599523, 0.365474], [3.227133, -2.012947, 5.199921], [-3.734610, 1.873248, 0.706437], [5.473299, -0.999714, 3.783417], [-4.856028, -2.925719, 2.747985], [2.216381, -5.097801, -2.181193], [2.828909, 2.482063, 4.816556], [3.892218, -5.209328, -0.984220], [-3.311486, -0.836477, -5.661862], [0.651368, 3.904295, 3.446330], [6.104710, 1.504046, 3.957688], [0.603561, 3.004043, 0.712085], [-2.874273, -0.856572, 0.393266], [5.543592, -1.143972, 5.478907], [-3.153356, 1.927105, -5.453072], [1.939997, -0.972194, 4.962386], [0.660708, 0.888798, -3.591076], [-3.448961, 1.247130, -6.994771], [-0.305406, -1.986159, -6.347943], [-5.904149, -4.715264, 0.452976], [-3.526302, 5.852484, 2.832003], [-1.423400, -3.663401, 1.007630], [3.932722, 0.725066, 3.211702], [4.380324, -5.751491, 0.579599], [-3.474218, -1.315861, 3.373737], [2.403984, 0.597990, 6.207288], [2.432352, -0.793404, -1.612710], [-4.982004, -3.339265, -0.882223], [-2.875479, 7.533284, 1.010911]],
  "forces_ev_per_a": [[0.91, 1.11, -1.27], [0.83, 0.46, 0.68], [1.95, -0.66, -0.33], [1.20, 0.21, -0.45], [1.16, 0.92, -0.79], [1.71, 0.75, 0.02], [0.36, 0.73, -1.67], [0.56, -0.25, 0.56], [-0.90, -0.66, -1.25], [-0.07, -0.41, -0.72], [0.55, 0.54, 1.41], [0.50, -1.07, -0.51], [-0.22, -0.03, -0.55], [-1.63, -0.34, 0.22], [1.38, 0.50, 0.20], [0.71, 0.57, -0.29], [-0.13, 0.63, 0.55], [-0.43, -0.55, -1.47], [0.39, 1.01, 0.77], [-1.01, -0.08, 0.55], [-0.72, 1.05, -0.28], [0.54, -0.07, -0.45], [0.25, 0.25, -0.67], [-0.56, -0.69, -0.15], [-1.21, -0.16, -0.40], [-0.01, -0.65, -1.32], [0.06, -0.86, 0.81], [0.69, -1.22, 2.28], [0.73, -0.77, -0.69], [-0.34, -0.57, -0.03], [-0.89, -0.27, 0.63], [0.15, 0.09, 0.12], [1.13, 0.69, -1.86], [-0.11, 0.33, 1.08], [-0.43, 0.67, -0.65], [-1.20, 0.11, -1.22], [-1.01, -1.20, 0.09], [0.59, 1.60, 0.35], [0.27, 0.75, -1.01], [0.11, 0.75, 1.33], [-1.14, -0.18, 1.23], [0.16, -0.47, 0.77], [-1.06, 0.40, -0.16], [-1.90, 1.22, -0.22], [0.19, 0.05, 0.19], [-0.90, 0.29, 0.06], [-0.38, 0.27, 0.31], [0.11, -0.04, 0.33], [-0.04, 0.02, 0.10], [0.15, -0.12, -0.05], [0.13, -0.16, -0.31], [0.15, -0.54, -0.01], [-0.11, 0.03, -0.01], [0.25, 0.60, 0.30], [-0.52, -0.23, 0.59], [0.27, 0.27, -0.13], [-0.26, -0.20, -0.04], [-0.21, -0.12, 0.11], [-0.84, -0.73, 0.32], [-0.12, -0.21, -0.27], [-0.03, 0.01, 0.01], [-0.33, 0.22, 0.56], [0.56, 0.55, 0.00], [0.02, 0.04, 0.30], [0.27, 0.13, -0.27], [0.57, -0.80, 0.11], [-0.18, -0.08, 0.64], [0.15, 0.19, 0.14], [-0.03, -0.13, 0.19], [0.09, 0.44, -0.28], [0.29, -0.12, -0.01], [-0.45, -0.32, 0.27], [0.05, -0.04, -0.06], [-0.41, 0.40, -0.62], [0.22, -0.44, 0.09], [-0.38, -0.34, -0.18], [0.02, -0.03, 0.33], [0.14, -0.09, 0.19], [-0.19, -0.39, 0.35], [-0.34, -0.06, -0.26], [0.00, -0.14, 0.12], [-0.28, -0.31, -0.23], [0.47, 0.22, -0.67], [-1.17, -0.30, 0.24], [-0.31, -0.65, 0.43], [0.41, -0.46, -0.21], [0.45, 0.15, -0.09], [-0.32, 0.03, -0.76], [0.10, 0.05, 0.00], [0.36, -0.31, 0.22], [-0.03, -0.14, -0.09], [0.23, -0.02, -0.11], [0.53, 0.05, -0.85], [-0.05, -0.16, -0.03], [0.20, -0.27, 0.00], [-0.06, 0.08, 0.62], [-0.05, -0.09, 0.05], [0.24, -0.23, 0.70], [-0.22, 0.05, 0.44], [0.42, 0.56, 0.21], [-0.35, 0.27, 0.54], [-0.59, -0.34, 0.18], [-0.04, -0.27, 0.05], [0.15, -0.03, 0.06], [-0.05, -0.07, -0.02], [-0.22, 0.41, -0.13], [-0.81, 0.00, 0.03], [0.12, 0.25, 0.03], [0.03, -0.12, 0.24], [0.06, 0.38, 0.25], [0.45, 0.05, 0.12], [-0.09, -0.12, 0.24], [-0.10, -0.07, -0.48], [0.52, -0.03, -0.32], [-0.29, 0.32, 0.50], [0.36, -0.06, -0.22], [-0.21, 0.15, 0.00], [-0.60, 0.06, -0.21], [0.33, -0.10, -0.04], [0.25, -0.18, 0.59], [0.37, 0.23, -0.27], [0.25, -0.09, 0.06], [0.14, -0.35, -0.02], [-0.08, 0.16, -0.10], [-0.18, 0.14, 0.01], [-0.16, -0.87, -0.13], [0.42, -0.20, 0.11], [-0.27, 0.13, 0.30], [0.31, 0.11, 0.15], [-0.02, 0.60, -0.32], [0.37, -0.92, 0.07], [0.16, -0.04, -0.23], [-0.20, 0.07, 0.04], [0.09, 0.25, -0.07], [0.25, 0.09, 0.16], [0.36, 0.59, 0.15], [-0.54, 0.27, 1.03], [-0.25, 0.03, 0.29], [0.22, -0.50, 0.13], [-0.12, -0.32, -0.56], [-1.15, -0.36, -0.53], [0.15, -0.17, 0.15], [0.13, 0.01, -0.16]],
  "total_charge": 3,
  "relative_energy_ev": 0.840,
  "homo_ha": -0.483,
  "energy_ev": -53760.0966,
  "homo_lumo_gap_ha": 0.179
}

(2)
{
  "formula": "C5H15N2",
  "method": "ωB97M-V with the def2-TZVPD basis set",
  "elements": ["N", "N", "C", "C", "C", "C", "C", "H", "H", "H", "H", "H", "H", "H", "H", "H", "H", "H", "H", "H", "H", "H"],
  "xyz": [[-0.502880, 0.541807, -0.338809], [1.183394, -0.413298, 1.388870], [2.036807, 1.221279, -0.120976], [1.224330, -0.070781, 0.053484], [-2.881714, 0.121720, 0.334876], [1.388483, -1.188399, -0.952910], [-1.571249, -0.519919, -0.016731], [-3.270851, 0.696529, -0.578273], [0.790820, -1.942434, -0.404860], [0.941954, -1.332516, 1.763178], [-0.676410, 1.396049, 0.056673], [1.721198, 1.934556, 0.563918], [-3.494395, -0.781873, 0.638412], [0.978343, -1.120682, -1.963033], [3.037895, 1.200802, 0.073442], [-2.660258, 0.972391, 1.053386], [-0.574473, 0.750746, -1.362255], [0.973040, 0.374320, 1.944787], [2.471180, -1.323644, -0.880074], [-1.261144, -1.110327, 0.837200], [1.820564, 1.627444, -1.204525], [-1.674638, -1.033769, -0.885787]],
  "forces_ev_per_a": [[0.56, -3.58, -2.65], [0.11, -0.93, -1.19], [-3.53, -0.17, -3.93], [-0.36, 1.56, 0.07], [-0.17, 1.20, -0.83], [-0.54, -0.17, 2.22], [1.12, 3.03, 1.74], [0.03, -1.23, 1.19], [0.81, -0.64, -0.85], [-0.03, 0.54, -0.52], [-0.54, 2.60, 1.91], [-1.10, 1.52, 1.23], [-0.05, 1.84, 0.03], [0.40, 0.61, 0.24], [2.85, -1.02, 0.08], [-0.88, -1.49, -0.04], [0.26, -0.40, 0.99], [0.13, 0.47, 1.18], [-0.19, -0.82, -0.56], [0.51, -0.20, -0.15], [0.71, -0.62, 2.09], [-0.10, -2.10, -2.26]],
  "total_charge": 1,
  "relative_energy_ev": 1.725,
  "homo_ha": -0.536,
  "energy_ev": -8400.9520,
  "homo_lumo_gap_ha": 0.429
}